{
  "formula": "C4H2BeO2",
  "method": "ωB97M-V/def2-TZVPD",
  "charge": 1,
  "gap_ev": [8.581, 7.768],
  "multiplicity": 2,
  "de_lowest_kcal_mol": 7.7,
  "total_energy_ev": -8661.2614,
  "species": ["H", "C", "C", "C", "C", "H", "O", "O", "Be"],
  "coordinates": [[0.628125, -2.649316, -0.863690], [0.095164, -1.706620, -0.809007], [-0.467566, -0.754396, -0.225813], [-2.201336, 1.173254, -0.156647], [-1.431915, 0.251560, -0.314134], [-2.978090, 1.893994, 0.038079], [2.135668, 0.130832, 0.826641], [0.860694, 0.605432, 0.749812], [1.440723, 0.037903, -0.608788]],
  "forces_ev_per_angstrom": [[-0.30, 0.24, -0.24], [1.05, 0.99, 1.45], [-1.42, -1.31, -3.54], [0.18, -0.91, 0.04], [-0.31, 0.68, 1.27], [0.33, -0.06, -0.28], [-1.02, 0.30, -1.03], [2.55, 1.04, 0.40], [-1.05, -0.98, 1.94]]
}

---

{
  "formula": "C4H8N2S",
  "method": "ωB97M-V/def2-TZVPD",
  "gap_ev": 7.861,
  "multiplicity": 1,
  "de_lowest_kcal_mol": 110.9,
  "total_energy_ev": -18088.9343,
  "species": ["C", "C", "C", "C", "N", "N", "S", "H", "H", "H", "H", "H", "H", "H", "H"],
  "coordinates": [[-2.620511, 0.006816, -0.268018], [-3.863876, 0.333621, 0.326598], [3.086176, 0.123016, 0.526248], [2.385396, -0.506705, -0.661174], [-1.462326, 0.117685, -0.342585], [-0.334871, -0.327207, -0.423117], [0.942176, 0.560120, -1.266135], [-3.938363, 0.530131, 1.406763], [-4.574882, -0.566963, 0.385765], [-4.391681, 1.155303, -0.240359], [2.468613, 0.541262, 1.299746], [3.567040, -0.681196, 1.086753], [3.857880, 0.884834, 0.294949], [1.799512, -1.411972, -0.550699], [3.079712, -0.758741, -1.574732]],
  "forces_ev_per_angstrom": [[-1.10, 0.50, -0.47], [-3.55, -0.49, 1.06], [1.03, -0.78, 0.42], [-0.57, 0.79, -2.33], [-0.06, -0.34, -0.21], [3.53, -0.58, 0.01], [0.13, -0.21, 0.05], [0.96, 0.74, -0.12], [0.91, 1.00, -1.06], [0.55, -0.95, 0.58], [-0.91, 0.36, -0.15], [0.52, -0.09, -0.16], [-0.53, -0.52, -0.26], [0.33, -0.35, 0.89], [-1.24, 0.92, 1.73]]
}

---

{
  "formula": "C3H34O18PTl2",
  "method": "ωB97M-V/def2-TZVPD",
  "charge": 3,
  "gap_ev": 3.117,
  "multiplicity": 1,
  "total_energy_ev": -59159.1007,
  "species": ["Tl", "Tl", "P", "O", "O", "O", "O", "O", "H", "H", "O", "H", "H", "O", "H", "H", "O", "H", "H", "O", "H", "H", "O", "H", "H", "O", "H", "H", "O", "H", "H", "O", "H", "H", "O", "H", "H", "O", "H", "H", "O", "H", "H", "O", "H", "H", "C", "C", "C", "O", "H", "H", "H", "H", "H", "H", "H", "H"],
  "coordinates": [[-2.771615, -11.787582, 15.869282], [-4.401887, -14.310529, 20.125141], [-6.023317, -12.397253, 17.533241], [-5.525528, -12.566577, 16.045344], [-7.010239, -11.190034, 17.622093], [-4.667348, -12.086891, 18.225066], [-6.584369, -13.635640, 18.208693], [-6.316307, -8.666435, 17.962720], [-6.505003, -9.635883, 17.886495], [-6.762457, -8.359819, 18.759546], [-2.041876, -9.786514, 17.993362], [-2.851406, -9.778573, 18.545219], [-1.327605, -9.545349, 18.605650], [-5.532748, -16.696139, 18.773317], [-5.170744, -17.458098, 18.300252], [-6.429276, -16.586851, 18.417346], [-3.499020, -14.568147, 16.880293], [-4.366099, -14.883924, 16.534075], [-2.850125, -15.169259, 16.481056], [-8.481876, -10.129212, 15.676399], [-7.879925, -10.460696, 16.399061], [-8.308391, -9.172047, 15.605254], [-3.942661, -10.081814, 19.964490], [-4.326012, -10.782735, 19.406832], [-4.650457, -9.450832, 20.113155], [-7.653912, -12.370448, 14.516546], [-7.445956, -12.664435, 13.611351], [-6.792420, -12.276501, 14.978297], [-5.973862, -15.235536, 15.399040], [-5.963478, -14.276997, 15.588145], [-6.736068, -15.596175, 15.883076], [-3.830574, -13.664226, 13.833028], [-4.782020, -13.816735, 13.842387], [-3.544597, -13.967622, 12.957517], [-9.397339, -12.499924, 16.990373], [-9.867543, -13.192080, 17.484515], [-8.587795, -12.310361, 17.499521], [-4.371380, -9.421967, 15.852607], [-4.917096, -9.075251, 16.583080], [-4.334283, -8.701685, 15.205525], [-8.438127, -13.677045, 20.199005], [-7.701835, -13.620755, 19.546150], [-8.095365, -14.190145, 20.946941], [-8.099321, -15.645332, 17.384923], [-7.511493, -14.884367, 17.599034], [-8.957550, -15.443334, 17.773532], [-10.320312, -11.586795, 20.946599], [-9.728356, -11.080433, 19.694236], [-10.268299, -9.671264, 19.236353], [-8.366596, -10.945717, 19.816469], [-10.174467, -10.798595, 21.702430], [-9.950056, -12.561791, 21.286756], [-11.395455, -11.753442, 20.846558], [-9.957820, -11.757358, 18.824058], [-10.259188, -8.883445, 19.995333], [-11.323263, -9.803849, 18.979237], [-9.705999, -9.219403, 18.420202], [-7.904447, -11.093940, 18.926530]],
  "forces_ev_per_angstrom": [[-0.62, 0.08, 0.02], [0.15, -0.52, -0.29], [0.64, 0.75, 1.54], [0.45, 0.39, 0.90], [0.17, -1.72, 0.56], [-0.80, 0.03, -0.91], [0.03, 0.72, -0.59], [-0.05, -0.84, -0.10], [0.09, 1.01, 0.22], [0.14, 0.25, -0.08], [-0.29, -0.23, -0.46], [0.21, 0.08, 0.27], [0.05, -0.23, -0.18], [-0.02, 0.39, -0.11], [0.01, 0.02, 0.20], [0.00, -0.15, 0.04], [-0.03, 0.11, 0.07], [0.35, -0.06, -0.14], [-0.11, 0.04, 0.06], [0.21, 0.21, 0.80], [-0.43, 0.38, -0.99], [-0.01, -0.26, -0.16], [0.01, -0.38, -0.27], [-0.01, 0.20, 0.12], [-0.06, 0.28, 0.08], [0.42, -0.32, 0.21], [-0.21, 0.06, 0.10], [-0.21, 0.52, -0.52], [0.36, 0.50, 0.39], [-0.37, -0.81, -0.22], [-0.06, -0.01, -0.33], [0.16, 0.20, 0.04], [0.03, -0.20, -0.06], [0.07, 0.11, 0.12], [-0.59, 0.34, 1.29], [0.03, -0.33, -0.44], [0.21, -0.26, -0.57], [-0.30, -0.35, 0.01], [0.31, 0.15, -0.04], [0.18, -0.09, 0.08], [0.38, 0.17, -0.33], [-0.12, -0.22, 0.17], [-0.19, -0.01, -0.03], [0.53, 0.33, 0.10], [-0.62, -0.41, 0.05], [0.02, -0.32, -0.07], [-1.24, 0.32, -0.40], [2.24, -1.07, 3.48], [-1.16, 2.28, -1.74], [-1.88, -0.86, 0.09], [0.12, -0.36, 0.47], [0.73, 0.39, 0.02], [-0.08, 0.48, -0.16], [-0.27, 0.25, -1.66], [0.61, -0.83, 0.87], [0.20, -0.48, -0.34], [-0.12, -0.53, -0.37], [0.74, 0.79, -0.81]]
}

---

{
  "formula": "C2H3NS3",
  "method": "ωB97M-V/def2-TZVPD",
  "gap_ev": 7.324,
  "multiplicity": 1,
  "de_lowest_kcal_mol": 46.0,
  "total_energy_ev": -36116.1300,
  "species": ["C", "C", "N", "S", "S", "S", "H", "H", "H"],
  "coordinates": [[-1.262689, 0.187990, -0.093212], [0.555827, 1.036444, 0.052155], [-1.173825, -1.007038, -0.617645], [-2.437413, 1.181563, 0.280217], [1.745229, 0.033741, 0.214625], [0.340030, 2.754966, -0.312416], [-0.180347, -1.407476, -0.517920], [-2.067547, -1.503606, -0.635072], [1.350744, 3.445057, 0.434326]],
  "forces_ev_per_angstrom": [[2.95, 2.64, -0.19], [-3.51, -0.11, -1.02], [1.71, -0.51, 0.66], [-1.20, 0.24, 0.30], [1.30, -0.63, 0.41], [0.82, 0.03, 1.30], [-2.05, 0.14, -0.41], [0.91, -0.40, -0.08], [-0.92, -1.41, -0.97]]
}

---

{
  "formula": "C28H24BIrN12",
  "method": "ωB97M-V/def2-TZVPD",
  "charge": 1,
  "gap_ev": [5.928, 6.891],
  "multiplicity": 2,
  "de_lowest_kcal_mol": 40.8,
  "total_energy_ev": -50816.6361,
  "species": ["Ir", "C", "C", "N", "C", "C", "N", "C", "C", "C", "C", "C", "N", "C", "C", "N", "C", "C", "N", "C", "C", "C", "N", "C", "C", "H", "H", "H", "H", "H", "H", "H", "H", "H", "H", "H", "H", "C", "C", "N", "N", "C", "B", "N", "C", "C", "C", "N", "N", "C", "C", "C", "N", "H", "H", "H", "H", "H", "H", "H", "H", "H", "H", "C", "H", "H"],
  "coordinates": [[-0.314273, -0.328751, -0.183839], [-4.412507, -0.136100, -1.434988], [-3.102078, -0.558282, -1.266127], [-2.333716, -0.016092, -0.322933], [-2.854300, 0.946563, 0.454897], [-4.178604, 1.318727, 0.282541], [-4.950551, 0.792132, -0.657866], [-1.928636, 1.575103, 1.399831], [-2.302001, 2.549943, 2.305908], [-1.358068, 3.118488, 3.154490], [-0.064556, 2.610039, 3.059255], [0.242578, 1.618168, 2.143691], [-0.676147, 1.137306, 1.294118], [1.573007, 0.966928, 2.106804], [2.692949, 1.415382, 2.797562], [3.822985, 0.719432, 2.825712], [3.840569, -0.437776, 2.175185], [2.747123, -0.863019, 1.429966], [1.636038, -0.144442, 1.386559], [-1.716118, 4.190573, 4.126038], [-0.797244, 4.667740, 5.053415], [-1.174700, 5.671557, 5.932510], [-2.388048, 6.214745, 5.946080], [-3.272123, 5.755400, 5.065921], [-2.984545, 4.759375, 4.144964], [-5.040408, -0.558058, -2.208466], [-2.670004, -1.331396, -1.880559], [-4.639978, 2.072064, 0.906980], [-3.336317, 2.849153, 2.355672], [0.713311, 2.969551, 3.713049], [2.697626, 2.362622, 3.322192], [4.754611, -1.016671, 2.218724], [2.770969, -1.777448, 0.850211], [0.208387, 4.278349, 5.119548], [-0.470371, 6.055731, 6.660626], [-4.257569, 6.204827, 5.096681], [-3.760398, 4.458310, 3.455474], [-1.175670, -3.617041, -2.719667], [-0.893362, -3.074757, -1.467014], [-0.497951, -1.808675, -1.601209], [-0.506535, -1.517303, -2.921349], [-0.916363, -2.593867, -3.609174], [0.102816, -0.212726, -3.500868], [-0.672147, 1.037953, -3.014339], [-1.198394, 2.035187, -3.747581], [-1.501773, 3.081184, -2.900384], [-1.109764, 2.625129, -1.636296], [-0.622897, 1.391506, -1.720669], [1.532849, -0.079909, -2.941357], [2.655329, 0.179291, -3.638828], [3.675288, 0.413534, -2.747206], [3.069603, 0.273531, -1.493525], [1.781841, -0.034018, -1.615747], [-1.504467, -4.616766, -2.941810], [-0.960499, -3.524665, -0.491572], [-0.997068, -2.556226, -4.682577], [0.111973, -0.257351, -4.695963], [-1.303079, 1.941132, -4.815688], [-1.935964, 4.031541, -3.156711], [-1.145559, 3.144367, -0.690837], [2.641396, 0.189487, -4.716172], [4.702191, 0.650464, -2.962587], [3.526759, 0.395196, -0.526700], [-0.681541, -1.743390, 1.178975], [0.038833, -2.498576, 1.482133], [-1.625340, -1.757309, 1.719693]],
  "forces_ev_per_angstrom": [[-3.87, 0.85, 0.40], [0.06, 0.06, 0.18], [-0.18, -0.18, 0.00], [0.76, -0.50, -0.21], [-0.16, 0.01, -0.01], [-0.16, -0.06, -0.14], [-0.08, 0.06, 0.08], [-0.32, 0.04, -0.05], [-0.11, 0.00, 0.05], [0.04, 0.01, 0.02], [-0.02, 0.02, 0.00], [0.17, 0.09, 0.10], [1.22, -0.17, -0.02], [-0.06, 0.13, -0.08], [0.08, 0.03, 0.05], [-0.06, 0.02, 0.03], [-0.03, 0.08, 0.00], [0.05, -0.01, 0.07], [0.47, -0.38, -0.37], [0.02, -0.10, -0.07], [0.10, 0.00, 0.06], [-0.12, 0.01, -0.04], [-0.01, -0.02, 0.02], [0.12, 0.00, 0.04], [-0.10, 0.03, -0.05], [0.06, -0.05, -0.03], [-0.08, 0.04, -0.02], [0.07, 0.03, 0.01], [0.01, 0.00, -0.01], [0.00, -0.01, 0.00], [0.01, -0.02, 0.03], [-0.03, -0.03, 0.01], [0.01, 0.03, -0.04], [-0.01, 0.01, 0.02], [0.02, -0.01, -0.01], [0.00, 0.00, -0.02], [0.00, 0.02, 0.01], [-0.03, 0.00, 0.04], [0.03, -0.10, -0.07], [0.61, 0.02, -0.18], [-0.06, 0.04, -0.07], [-0.01, -0.01, 0.04], [0.27, 0.15, 0.40], [-0.10, -0.11, -0.23], [0.01, 0.06, 0.05], [-0.05, -0.03, 0.04], [-0.05, 0.01, -0.11], [0.62, 0.15, 0.02], [0.00, -0.14, -0.20], [-0.06, 0.05, -0.02], [0.04, 0.02, 0.07], [0.02, -0.01, -0.18], [0.52, -0.01, 0.27], [-0.01, 0.02, 0.00], [-0.02, 0.04, 0.01], [0.09, 0.00, 0.00], [-0.07, -0.05, 0.03], [0.03, -0.02, 0.01], [0.03, 0.00, 0.00], [-0.02, -0.03, 0.00], [-0.01, -0.01, 0.01], [-0.01, 0.00, -0.01], [-0.02, -0.01, 0.00], [0.37, -0.09, 0.14], [0.01, 0.03, -0.01], [-0.01, 0.02, -0.03]]
}

---

{
  "formula": "C4H6ClIO",
  "method": "ωB97M-V/def2-TZVPD",
  "smiles": "CC(C)(I)C(=O)Cl",
  "gap_ev": 7.615,
  "multiplicity": 1,
  "de_lowest_kcal_mol": 1.5,
  "total_energy_ev": -26915.3594,
  "species": ["C", "C", "C", "C", "O", "Cl", "I", "H", "H", "H", "H", "H", "H"],
  "coordinates": [[-0.432357, 1.439806, 0.459548], [0.512455, -0.760157, 1.134265], [0.285888, -0.251188, -1.340547], [-0.154774, 0.046022, 0.061477], [-0.620590, 1.838927, 1.563182], [-0.351041, 2.598025, -0.878656], [-2.558308, -1.045590, -0.109667], [0.184454, -0.449930, 2.121258], [1.590975, -0.604254, 1.060002], [0.324652, -1.822868, 1.006109], [0.241129, -1.321116, -1.522994], [1.315529, 0.077254, -1.482618], [-0.338007, 0.255065, -2.071358]],
  "forces_ev_per_angstrom": [[-0.37, 0.95, 0.42], [-0.14, -0.04, 0.20], [-0.13, 0.04, -0.12], [-1.47, -2.05, -0.52], [0.07, -0.33, -0.24], [-0.10, 0.22, -0.10], [1.73, 1.13, 0.32], [-0.02, -0.02, 0.04], [0.12, 0.11, -0.01], [0.01, 0.01, -0.08], [0.05, -0.05, 0.05], [0.18, 0.12, 0.05], [0.06, -0.06, -0.02]]
}